(1)
Here is a molecular structure, C52H36BF9FeN10O2PS2 at a distorted geometry from the Open Molecules 2025 dataset. Energies are from ωB97M-V with the def2-TZVPD basis set.

Output
Calculated total energy in hartree: -6026.42567
Charge: 0
Spin multiplicity: 6
Lowest unoccupied orbital energy (spin up / spin down) in eV: -0.8653 / -1.9049
HOMO level (spin up / spin down) in eV: -8.3 / -8.3
Gap between HOMO and LUMO (spin up / spin down) in eV: 7.40 / 6.39
Energy above the lowest of the compared OMol25 structures with the same formula, charge and spin in kJ/mol: 0.0

```
114
C52H36BF9FeN10O2PS2 ωB97M-V with the def2-TZVPD basis set
Fe 10.5973 13.7589 14.0480
C 11.0768 9.4665 12.9744
C 12.1385 9.1165 13.8413
C 12.3055 9.8728 14.9696
C 11.5747 11.0596 15.1281
N 10.6910 11.4635 14.2045
C 10.4091 10.6560 13.1663
N 11.7793 11.6832 16.3605
C 11.0755 12.6664 16.7833
N 10.3047 13.5482 16.0629
C 9.4360 14.2124 16.8615
N 8.4005 14.9081 16.5045
C 7.8662 14.8327 15.2366
C 6.6262 15.5119 15.0759
C 5.9436 15.4482 13.8845
C 6.4796 14.6289 12.8730
C 7.7228 14.1119 13.0500
N 8.4251 14.2015 14.1828
C 9.8419 13.9073 18.2645
C 9.3946 14.3653 19.4822
C 10.0084 13.9488 20.6596
C 11.0832 13.0811 20.5942
C 11.5057 12.5889 19.3803
C 10.9047 12.9981 18.2218
H 10.8665 8.8257 12.1468
H 12.6944 8.2057 13.7084
H 13.0185 9.5844 15.7203
H 9.6200 10.9800 12.5140
H 6.2158 16.0226 15.9332
H 5.0203 15.9739 13.7218
H 5.8967 14.5179 11.9532
H 8.2320 13.5773 12.2592
H 8.5236 15.0361 19.5476
H 9.6203 14.3195 21.6007
H 11.5820 12.7032 21.4718
H 12.3222 11.8870 19.3260
B 13.7255 15.9540 14.9900
N 13.7382 14.5178 14.2540
C 14.8686 13.9315 13.8930
C 14.6182 12.7298 13.2311
C 13.2224 12.6837 13.1858
N 12.6854 13.7696 13.7853
N 12.8903 16.0500 16.3256
C 13.1796 15.6107 17.5617
C 12.2102 16.0550 18.4361
C 11.3588 16.8222 17.6550
N 11.7450 16.7887 16.3807
H 14.8806 16.1743 15.2799
H 13.2764 16.7517 14.2403
H 15.8378 14.3266 14.1492
H 15.2855 12.0250 12.8046
H 12.5732 11.9672 12.7072
H 14.0383 15.0001 17.7842
H 12.1500 15.8013 19.4854
H 10.4710 17.3532 17.8988
F 15.9738 15.4815 7.1708
C 16.0512 15.3687 8.5014
F 16.8939 14.3385 8.7377
F 16.6552 16.4731 8.9780
C 14.7059 15.0965 9.1321
C 14.3842 15.4922 10.4119
C 13.1409 15.1387 10.9547
C 12.2246 14.3434 10.2368
C 12.5628 13.9613 8.9301
C 13.7840 14.3412 8.3928
P 10.6312 13.9332 11.0092
C 9.4942 15.1624 10.2067
C 9.0401 15.0441 8.8802
C 8.3199 16.0395 8.2674
C 8.0416 17.2154 8.9683
C 8.4563 17.3726 10.2974
C 9.1662 16.3475 10.9017
C 7.2151 18.2868 8.3462
F 7.5141 18.4850 7.0541
F 7.4138 19.4933 8.9489
F 5.9152 18.0121 8.4162
C 10.0857 12.3250 10.2404
C 11.0321 11.3344 9.9337
C 10.6167 10.0696 9.5137
C 9.2651 9.8056 9.4094
C 8.3008 10.7736 9.6790
C 8.7221 12.0383 10.0671
C 8.8690 8.3853 9.0928
F 7.6179 8.3154 8.6097
F 9.7001 7.7979 8.2275
F 8.8937 7.6439 10.2386
H 15.0486 16.1268 11.0348
H 12.8725 15.5512 11.9252
H 11.8780 13.4318 8.2811
H 14.0669 14.0283 7.3939
H 9.3081 14.1549 8.3319
H 7.9398 15.9101 7.2641
H 8.2109 18.3017 10.8475
H 9.4884 16.4536 11.9660
H 12.0625 11.5823 10.0437
H 11.3648 9.3497 9.2219
H 7.2383 10.6080 9.5730
H 8.0223 12.8214 10.3267
O 13.8318 19.5627 12.7455
S 12.4505 19.4629 12.3749
O 12.0134 19.7982 11.0550
N 11.9217 17.9313 12.7799
C 11.0707 17.9700 13.7301
S 10.2851 16.5267 14.4271
C 10.6542 19.3174 14.1876
C 9.6092 19.7038 15.0574
C 9.3545 21.0516 15.1567
C 10.1040 22.0354 14.4605
C 11.1211 21.6395 13.6402
C 11.3795 20.2888 13.4936
H 9.0912 18.9384 15.6288
H 8.5762 21.4126 15.8629
H 9.8464 23.0670 14.6175
H 11.6794 22.3788 13.0574
```

These are the Mulliken partial charges, in e, on atoms 1 to 8: atom 1 (Fe): 0.58, atom 2 (C): -0.53, atom 3 (C): -0.74, atom 4 (C): -0.43, atom 5 (C): 0.20, atom 6 (N): 0.03, atom 7 (C): -1.24, atom 8 (N): -0.53

=====

(2)
Here is a molecular structure, C18H45AsN5S3Si2Zr from the Open Molecules 2025 dataset. Energies are from ωB97M-V with the def2-TZVPD basis set.

Output
Calculated total energy in hartree: -5043.04684
Charge: +1
Spin multiplicity: 1
Lowest unoccupied orbital energy in eV: -2.4973
HOMO level in eV: -9.7
Gap between HOMO and LUMO in eV: 7.18
Energy above the lowest of the compared OMol25 structures with the same formula, charge and spin in kJ/mol: 4.6

```
75
C18H45AsN5S3Si2Zr ωB97M-V with the def2-TZVPD basis set
Zr -0.2418 -0.7413 -0.0416
C 2.6351 -2.1288 0.8465
C 2.6662 -0.7025 1.4110
N 1.9327 0.2481 0.5427
C 2.7617 0.6715 -0.6224
C 1.9958 0.7779 -1.9381
N 0.9904 -0.2882 -2.1018
C 1.5058 -1.5546 -2.6523
C 2.2780 -2.3267 -1.5949
N 1.6343 -2.2851 -0.2460
H 3.6168 -2.4298 0.4767
H 2.3664 -2.8098 1.6529
H 2.1641 -0.6944 2.3756
H 3.6971 -0.3645 1.5534
H 1.7729 1.0702 1.1176
H 3.2254 1.6362 -0.4060
H 3.5808 -0.0398 -0.7181
H 1.4683 1.7269 -1.9872
H 2.7183 0.7497 -2.7613
H 0.2668 0.0526 -2.7261
H 0.6454 -2.1264 -2.9878
H 2.1605 -1.3632 -3.5093
H 2.4109 -3.3622 -1.9111
H 3.2781 -1.9086 -1.4959
H 1.1844 -3.1823 -0.0971
C -3.1554 -4.0229 -2.3938
C -2.6157 -2.7583 -1.7827
S -1.0443 -2.8925 -1.0136
C -3.2579 -1.5800 -1.7777
C -4.6098 -1.3245 -2.3650
S -2.4949 -0.2058 -0.9898
H -2.3710 -4.7703 -2.4921
H -3.5655 -3.8365 -3.3872
H -3.9480 -4.4542 -1.7789
H -5.0002 -2.2081 -2.8669
H -4.5811 -0.5069 -3.0883
H -5.3189 -1.0435 -1.5833
C -3.7245 3.7924 -1.0647
N -2.7219 2.8378 -0.6294
C -1.4921 3.1593 -0.3049
N -1.1078 4.4418 -0.3353
S -0.2836 2.0355 0.2058
H -4.6675 3.2645 -1.1723
H -3.4621 4.2451 -2.0233
H -3.8684 4.5725 -0.3146
H -2.9231 1.8421 -0.7313
H -1.7577 5.1877 -0.5222
H -0.1954 4.6766 0.0128
C -2.7602 -4.0035 1.7255
Si -2.4757 -2.6009 2.9400
C -2.3082 -3.3644 4.6492
C -3.9363 -1.4160 2.8709
As -0.4305 -1.4869 2.4954
Si -0.7436 0.5222 3.7304
C -2.1852 1.5802 3.0989
C 0.8509 1.5367 3.7238
C -1.1010 0.0808 5.5238
H -3.4400 -4.7129 2.2068
H -1.8498 -4.5424 1.4649
H -3.2237 -3.6615 0.8006
H -3.2499 -3.8548 4.9116
H -2.0678 -2.6561 5.4392
H -1.5307 -4.1305 4.6453
H -4.8632 -1.9832 2.9931
H -3.9800 -0.9017 1.9093
H -3.9092 -0.6630 3.6586
H -2.6213 1.2114 2.1723
H -1.8502 2.6063 2.9276
H -2.9759 1.6115 3.8515
H 0.9445 2.1643 2.8362
H 1.7516 0.9309 3.8352
H 0.8252 2.2160 4.5800
H -2.0711 -0.4006 5.6447
H -1.1337 1.0148 6.0939
H -0.3387 -0.5585 5.9676
```

These are the Mulliken partial charges, in e, on atoms 1 to 8: atom 1 (Zr): 0.09, atom 2 (C): -1.09, atom 3 (C): -0.29, atom 4 (N): -0.02, atom 5 (C): -0.67, atom 6 (C): -1.00, atom 7 (N): -0.12, atom 8 (C): -1.01

=====

(3)
Here is a molecular structure, C30H19BF16N5O8Y at a distorted geometry from the Open Molecules 2025 dataset. Energies are from ωB97M-V with the def2-TZVPD basis set.

Output
Calculated total energy in hartree: -3691.86177
Charge: -2
Spin multiplicity: 1
Lowest unoccupied orbital energy in eV: 3.5708
HOMO level in eV: -2.0
Gap between HOMO and LUMO in eV: 5.57
Energy above the lowest of the compared OMol25 structures with the same formula, charge and spin in kJ/mol: 77.4

```
80
C30H19BF16N5O8Y ωB97M-V with the def2-TZVPD basis set
Y 0.5872 -0.1618 0.1852
C -2.2931 2.4845 -4.9522
C -1.4382 1.5095 -4.1863
C -1.8486 0.1941 -3.9909
C -1.0930 -0.6787 -3.2379
C 0.1123 -0.2761 -2.6537
N 0.8325 -1.1051 -1.7753
C 1.1524 -2.4148 -2.0401
C 1.1014 -2.9099 -3.3553
C 1.4370 -4.2044 -3.6902
C 1.8700 -5.1023 -2.7255
C 2.2150 -6.5299 -3.0562
C 1.9736 -4.6131 -1.4334
C 1.6644 -3.3105 -1.0428
C 1.9264 -2.9676 0.4658
O 1.8566 -1.6519 0.7797
C 3.3829 -3.4002 0.8689
F 3.5755 -4.7334 0.9836
F 4.2632 -2.9580 -0.0384
F 3.7444 -2.8706 2.0417
C 0.9006 -3.7371 1.4249
F 0.2829 -4.7630 0.8343
F 1.5115 -4.2355 2.5258
F -0.0385 -2.9072 1.8862
C 0.5429 1.0546 -2.8368
C -0.2478 1.9138 -3.6030
C 1.8230 1.5265 -2.0936
O 1.6912 1.4705 -0.7378
C 2.1590 3.0213 -2.3730
F 3.2261 3.4429 -1.6917
F 1.1400 3.8168 -1.9675
F 2.3806 3.3070 -3.6730
C 3.0773 0.6627 -2.5891
F 3.5226 -0.1540 -1.6488
F 2.7991 -0.0481 -3.6903
F 4.1349 1.4513 -2.9344
H -2.7361 2.0157 -5.8342
H -1.7102 3.3434 -5.2905
H -3.1126 2.8735 -4.3427
H -2.7935 -0.1440 -4.4042
H -1.4486 -1.6841 -3.0473
H 0.7719 -2.2358 -4.1358
H 1.3576 -4.5198 -4.7270
H 2.0909 -6.7185 -4.1247
H 1.5722 -7.2374 -2.5254
H 3.2477 -6.7818 -2.8002
H 2.3051 -5.3018 -0.6694
H 0.0563 2.9377 -3.7575
O -2.7057 2.7888 0.6110
C -2.2439 1.6506 0.7126
O -1.2430 1.1655 0.1095
C -2.9208 0.7565 1.7461
C -2.2508 -0.1954 2.4971
C -2.9367 -0.8701 3.4820
C -4.2753 -0.7070 3.7365
C -4.9100 0.2331 2.9528
C -4.2764 0.9771 1.9882
N -6.3721 0.4728 3.2017
O -6.9515 1.2348 2.4576
O -6.8881 -0.1345 4.1199
N -2.1855 -1.8237 4.3494
O -2.8284 -2.5915 5.0345
O -0.9800 -1.7111 4.3676
H -1.2123 -0.4256 2.3174
H -4.7841 -1.2771 4.4969
H -4.7989 1.7304 1.4205
N -0.1160 3.3521 2.6665
C -0.1451 2.5843 3.8173
C 0.5084 1.4400 3.4972
N 0.9211 1.4827 2.1778
C 0.5214 2.6510 1.7150
H -0.6297 4.1982 2.4838
H -0.6394 2.9090 4.7135
H 0.6735 0.5696 4.1131
H 0.6854 2.9903 0.7042
F -1.3214 -1.6421 -0.1200
B -2.6635 -2.1596 -0.1867
F -2.9977 -2.6743 1.0742
F -2.6895 -3.1552 -1.1588
F -3.5279 -1.1122 -0.5091
```

These are the Mulliken partial charges, in e, on atoms 1 to 8: atom 1 (Y): 0.35, atom 2 (C): -1.75, atom 3 (C): 0.44, atom 4 (C): -1.17, atom 5 (C): -0.33, atom 6 (C): 0.38, atom 7 (N): 1.30, atom 8 (C): 0.76

=====

(4)
Here is a molecular structure, C2H6FO2Ru at a distorted geometry from the Open Molecules 2025 dataset. Energies are from ωB97M-V with the def2-TZVPD basis set.

Output
Calculated total energy in hartree: -424.12654
Charge: +2
Spin multiplicity: 6
Lowest unoccupied orbital energy (spin up / spin down) in eV: -9.2024 / -13.9597
HOMO level (spin up / spin down) in eV: -21.5 / -21.9
Gap between HOMO and LUMO (spin up / spin down) in eV: 12.32 / 7.95

```
12
C2H6FO2Ru ωB97M-V with the def2-TZVPD basis set
F 0.1972 -0.2070 3.2655
Ru -0.9199 -0.0702 1.9064
O -1.1972 -0.4996 -0.0635
H -1.0851 0.0829 -0.8237
C -3.9200 -1.3335 2.0341
O -2.7459 -0.7641 1.4571
C -2.5258 -0.9964 0.0833
H -3.8797 -2.4263 1.9368
H -3.9264 -1.0478 3.0890
H -4.8073 -0.9243 1.5351
H -2.5873 -2.0707 -0.1364
H -3.2220 -0.4160 -0.5357
```

These are the Mulliken partial charges, in e, on atoms 1 to 8: atom 1 (F): -0.46, atom 2 (Ru): 1.70, atom 3 (O): -0.58, atom 4 (H): 0.38, atom 5 (C): -0.59, atom 6 (O): -0.39, atom 7 (C): 0.19, atom 8 (H): 0.33